1.
Density functional theory data (wB97M-V/def2-TZVPD) for a structure of composition C5H14N2 in a non-equilibrium geometry.

```
! RIJCOSX wB97M-V def2-TZVPD def2/J DEFGRID3
* xyz 0 1
N -2.93 -1.18 -0.21
C -1.84 -0.23 -0.22
C -2.13 1.15 0.44
C -0.34 -0.63 -0.02
N 0.43 0.47 -0.55
C 2.17 -0.28 -0.27
C 3.11 0.77 0.33
H -2.76 -1.80 -0.99
H -3.36 -1.64 0.57
H -1.79 0.09 -1.27
H -1.18 1.67 0.40
H -2.34 1.02 1.51
H -2.92 1.67 -0.08
H -0.11 -1.02 0.98
H -0.24 -1.57 -0.62
H 1.92 -0.94 0.53
H 1.42 0.23 -1.09
H 2.73 -0.84 -1.02
H 2.84 1.80 0.14
H 3.19 0.67 1.41
H 4.14 0.59 0.03
*
```

The calculation puts the energy above the lowest of the compared OMol25 structures with the same formula, charge and spin at 5.295 eV. The LUMO energy is 1.02 eV.



2.
Density functional theory data (wB97M-V/def2-TZVPD) for a cluster of 2 separate species, C5H14N2 in total in a non-equilibrium geometry.

```
! RIJCOSX wB97M-V def2-TZVPD def2/J DEFGRID3
* xyz 0 1
C -1.74 -0.70 -0.52
N -0.33 -0.45 -0.24
C 0.47 -1.38 -1.03
C -3.34 0.54 1.24
C 0.47 0.62 0.36
C 1.72 1.05 -0.19
N 3.04 0.26 0.11
H -2.01 -1.75 -0.28
H -2.71 0.10 0.42
H -2.02 -0.29 -1.51
H 1.50 -0.98 -1.04
H 0.46 -2.32 -0.50
H 0.14 -1.44 -2.13
H -2.57 0.91 1.91
H -4.02 1.22 0.72
H -3.91 -0.14 1.92
H 0.00 0.86 1.28
H 1.93 2.06 0.18
H 1.79 1.12 -1.37
H 3.73 0.97 0.39
H 2.76 -0.13 1.00
*
```

The calculation puts the energy above the lowest of the compared OMol25 structures with the same formula, charge and spin at 7.269 eV. The LUMO energy is -0.73 eV.



3.
Density functional theory data (wB97M-V/def2-TZVPD) for a cluster of 2 separate species, C5H14N2 in total in a non-equilibrium geometry.

```
! RIJCOSX wB97M-V def2-TZVPD def2/J DEFGRID3
* xyz 0 1
C -0.74 0.40 2.49
C 0.24 0.17 1.38
N 0.69 1.35 0.73
C 0.82 -1.03 1.19
N 1.71 -1.32 0.15
H -1.64 0.88 2.10
H -0.32 1.05 3.26
H -1.02 -0.54 2.96
H 0.59 2.17 1.31
H 1.63 1.28 0.37
H 0.51 -1.88 1.78
H 1.67 -2.29 -0.15
H 1.55 -0.70 -0.66
C -0.34 0.60 -2.49
C -1.07 -0.50 -1.74
H -0.47 1.55 -1.98
H -0.71 0.70 -3.51
H 0.73 0.40 -2.54
H -0.86 -1.47 -2.19
H -2.14 -0.35 -1.80
H -0.82 -0.46 -0.64
*
```

The calculation puts the energy above the lowest of the compared OMol25 structures with the same formula, charge and spin at 0.867 eV. The LUMO energy is 1.03 eV.



4.
Density functional theory data (wB97M-V/def2-TZVPD) for the molecule C5H14N2 in a non-equilibrium geometry.

```
! RIJCOSX wB97M-V def2-TZVPD def2/J DEFGRID3
* xyz 0 1
C -1.76 1.09 -0.28
C -1.29 -0.43 -0.28
N -2.34 -1.21 0.53
C 0.06 -0.41 0.58
N 1.12 -0.05 -0.30
C 2.09 -1.13 -0.60
C 1.82 1.14 0.17
H -1.03 1.84 -0.74
H -2.59 1.11 -0.95
H -2.15 1.38 0.67
H -1.13 -0.88 -1.21
H -2.61 -0.64 1.43
H -3.10 -1.48 -0.09
H -0.22 0.39 1.25
H 0.35 -1.31 1.26
H 1.64 -2.21 -0.64
H 2.80 -1.31 0.13
H 2.53 -0.89 -1.62
H 1.10 2.04 0.09
H 2.13 1.36 1.17
H 2.56 1.57 -0.58
*
```

The calculation puts the energy above the lowest of the compared OMol25 structures with the same formula, charge and spin at 2.664 eV. The LUMO energy is 1.06 eV.



5.
Density functional theory data (wB97M-V/def2-TZVPD) for a structure of composition C5H14N2 in a non-equilibrium geometry.

```
! RIJCOSX wB97M-V def2-TZVPD def2/J DEFGRID3
* xyz 0 1
C 0.22 1.53 2.47
C 0.88 1.52 1.08
N 1.52 0.24 0.83
C 0.40 -0.73 0.62
C -0.15 -0.66 -0.99
N 1.00 -0.31 -1.91
C 0.02 0.33 -2.64
H -0.02 2.59 2.58
H -0.64 0.86 2.51
H 0.89 1.28 3.30
H 0.10 1.78 0.24
H 1.55 2.33 1.08
H -0.46 -0.27 1.23
H 0.61 -1.78 0.90
H -2.46 -4.53 -1.64
H -0.62 0.24 -0.56
H -0.95 -1.44 -1.45
H 1.88 0.22 -0.21
H -0.10 1.44 -2.79
H -3.10 -4.26 -1.32
H -0.56 -0.36 -3.34
*
```

The calculation puts the energy above the lowest of the compared OMol25 structures with the same formula, charge and spin at 7.477 eV. The LUMO energy is -0.27 eV.



6.
Density functional theory data (wB97M-V/def2-TZVPD) for the molecule C5H14N2 in a non-equilibrium geometry.

```
! RIJCOSX wB97M-V def2-TZVPD def2/J DEFGRID3
* xyz 0 1
C -1.55 -1.42 1.90
N -1.37 -0.49 0.83
C -0.25 -0.96 -0.11
C 0.23 0.09 -1.07
C 1.15 -0.50 -2.25
N 0.97 1.09 -0.26
C 0.70 2.23 0.71
H -0.91 -2.36 1.78
H -2.57 -1.92 1.91
H -1.42 -1.18 2.92
H -1.20 0.49 0.94
H 0.50 -1.31 0.62
H -0.51 -1.81 -0.76
H -0.64 0.58 -1.58
H 0.64 -0.97 -3.13
H 1.82 -1.17 -1.68
H 1.71 0.46 -2.65
H 2.00 0.81 -0.39
H 1.17 3.22 0.20
H -0.45 2.35 0.98
H 1.03 2.05 1.75
*
```

The calculation puts the energy above the lowest of the compared OMol25 structures with the same formula, charge and spin at 3.319 eV. The LUMO energy is 1.06 eV.



7.
Density functional theory data (wB97M-V/def2-TZVPD) for the molecule C5H14N2 in a non-equilibrium geometry.

```
! RIJCOSX wB97M-V def2-TZVPD def2/J DEFGRID3
* xyz 0 1
C -2.92 -0.46 -0.43
N -1.50 -0.04 -0.51
C -0.60 -0.88 0.27
C 0.83 -0.39 0.05
C 1.79 -1.17 0.99
N 0.88 1.09 0.34
C 1.52 1.83 -0.78
H -3.34 -0.18 0.53
H -2.96 -1.55 -0.42
H -3.42 -0.03 -1.29
H -1.50 0.90 -0.13
H -0.90 -0.87 1.33
H -0.69 -1.89 -0.15
H 1.02 -0.48 -1.02
H 1.79 -0.70 1.97
H 2.78 -1.18 0.56
H 1.40 -2.19 1.05
H 1.50 1.13 1.14
H 1.32 2.89 -0.67
H 2.56 1.59 -0.98
H 0.89 1.53 -1.62
*
```

The calculation puts the energy above the lowest of the compared OMol25 structures with the same formula, charge and spin at 1.223 eV. The LUMO energy is 1.17 eV.



8.
Density functional theory data (wB97M-V/def2-TZVPD) for the molecule C5H14N2 in a non-equilibrium geometry.

```
! RIJCOSX wB97M-V def2-TZVPD def2/J DEFGRID3
* xyz 0 1
C -0.23 2.59 -1.90
N 0.15 1.19 -1.52
C -0.93 0.65 -0.67
C -0.52 -0.83 -0.24
N 0.73 -0.91 0.63
C 0.34 -0.38 2.01
C 1.07 -2.42 0.71
H 0.17 2.81 -2.84
H -1.35 2.67 -1.81
H 0.26 3.38 -1.12
H 0.98 1.16 -0.95
H -1.15 1.20 0.30
H -1.78 0.58 -1.35
H -0.26 -1.24 -1.14
H -1.39 -1.32 0.20
H -0.09 0.60 2.09
H 1.18 -0.24 2.62
H -0.42 -0.91 2.77
H 0.75 -2.87 -0.29
H 2.12 -2.74 1.07
H 0.39 -2.97 1.44
*
```

The calculation puts the energy above the lowest of the compared OMol25 structures with the same formula, charge and spin at 2.816 eV. The LUMO energy is 1.13 eV.



9.
Density functional theory data (wB97M-V/def2-TZVPD) for the molecule C5H14N2 in a non-equilibrium geometry.

```
! RIJCOSX wB97M-V def2-TZVPD def2/J DEFGRID3
* xyz 0 1
C 1.76 1.43 -1.32
C 0.61 1.82 -0.38
C -0.03 0.70 0.47
C -1.37 1.21 1.11
N -0.11 -0.53 -0.28
C -0.37 -1.67 0.60
N -0.49 -2.92 -0.25
H 1.80 0.37 -1.55
H 2.70 1.82 -0.94
H 1.56 1.90 -2.28
H -0.20 2.18 -1.06
H 0.73 2.67 0.30
H 0.66 0.55 1.32
H -2.28 1.11 0.53
H -1.23 2.29 1.20
H -1.36 0.86 2.14
H -0.86 -0.49 -0.96
H -1.30 -1.54 1.15
H 0.48 -1.78 1.27
H -0.46 -3.57 0.54
H 0.45 -3.03 -0.62
*
```

The calculation puts the energy above the lowest of the compared OMol25 structures with the same formula, charge and spin at 1.117 eV. The LUMO energy is 1.07 eV.



10.
Density functional theory data (wB97M-V/def2-TZVPD) for a structure of composition C5H14N2 in a non-equilibrium geometry.

```
! RIJCOSX wB97M-V def2-TZVPD def2/J DEFGRID3
* xyz 0 1
C -1.58 -0.57 -0.53
C 1.11 1.23 -1.25
C -2.78 -0.35 0.39
C 0.67 1.00 0.16
N 0.34 1.97 0.92
H 0.17 1.72 1.88
H -1.45 -1.63 -0.77
H -1.69 -0.01 -1.46
H 2.20 1.33 -1.29
H 0.82 0.41 -1.90
H 0.67 2.15 -1.60
H -2.65 -0.87 1.34
H -3.70 -0.75 -0.03
H -2.92 0.71 0.59
C 2.16 -1.08 0.31
N 0.94 -0.35 0.68
H 0.74 -0.41 1.67
H -0.44 -0.68 0.25
H 3.06 -0.53 0.61
H 2.16 -2.05 0.79
H 2.18 -1.23 -0.76
*
```

The calculation puts the energy above the lowest of the compared OMol25 structures with the same formula, charge and spin at 2.870 eV. The LUMO energy is 0.79 eV.



Number 1: energy -308.228462 a.u.. Number 2: energy -308.155937 a.u.. Number 3: energy -308.391190 a.u.. Number 4: energy -308.325178 a.u.. Number 5: energy -308.148271 a.u.. Number 6: energy -308.301082 a.u.. Number 7: energy -308.378118 a.u.. Number 8: energy -308.319582 a.u.. Number 9: energy -308.382001 a.u.. Number 10: energy -308.317599 a.u..